Entry 1:
70
Properties=species:S:1:pos:R:3 method="wB97M-V/def2-TZVPD" homo_lumo_gap_ha=0.219 homo_energy_ha=-0.5136 charge=+2 energy_ha=-5039.24953
Sn 0.08897 0.83478 0.35937
C 2.55034 -1.80325 -1.27485
Si 1.26814 -2.69355 -2.31076
C 0.79839 -4.26014 -1.41754
C 1.91374 -3.05024 -4.01748
C -0.21651 -1.51968 -2.65388
Te -1.58250 -0.85012 -1.16791
C -2.10096 -2.69044 -0.29148
Si -2.32442 -2.61738 1.61044
C -0.61519 -2.55598 2.36936
C -3.28954 -4.12054 2.10378
C -3.24947 -1.02992 1.96698
H 3.39227 -2.47687 -1.10139
H 2.17918 -1.51371 -0.28553
H 2.94469 -0.92329 -1.78384
H 1.68546 -4.89789 -1.39416
H 0.01675 -4.82711 -1.92593
H 0.50272 -4.09523 -0.38066
H 2.85545 -3.59964 -3.96986
H 2.09055 -2.13892 -4.59159
H 1.20836 -3.66446 -4.58017
H -0.87477 -2.02794 -3.36576
H 0.12673 -0.60559 -3.14509
H -1.39392 -3.44451 -0.62002
H -3.07523 -2.90372 -0.73971
H -0.07739 -3.49816 2.24948
H -0.68257 -2.35306 3.43936
H 0.00514 -1.76283 1.93486
H -2.79125 -5.03657 1.78147
H -4.28867 -4.10859 1.66519
H -3.40415 -4.17245 3.18758
H -2.63622 -0.13606 1.80918
H -3.56549 -0.99880 3.01134
H -4.15174 -0.92964 1.35890
Te -0.65617 2.27523 2.55555
C -0.11216 1.05554 4.12124
C 1.03867 1.14529 4.86554
C 1.02519 0.28292 5.98549
C -0.13475 -0.43187 6.07709
S -1.21693 -0.06049 4.81757
H 1.85802 1.80483 4.61906
H 1.83179 0.20212 6.69784
H -0.40556 -1.14871 6.83571
C -0.60425 4.24293 -2.86851
Si -1.52950 3.33958 -1.52721
C -3.13077 2.65183 -2.17404
C -1.89554 4.49305 -0.10795
O -0.55210 2.06525 -1.03731
H -1.15114 5.14566 -3.14743
H -0.49890 3.64114 -3.77365
H 0.39203 4.56295 -2.55452
H -3.77554 3.46620 -2.51013
H -3.67873 2.11108 -1.39783
H -2.99032 1.98250 -3.02569
H -2.36818 5.38871 -0.51766
H -1.01597 4.83335 0.44442
H -2.60596 4.06076 0.60079
C 4.11909 1.20587 0.04057
As 2.38346 1.78076 -0.56897
C 2.45558 1.85809 -2.49370
C 2.28726 3.62028 -0.00130
H 4.86341 1.79655 -0.49368
H 4.27436 0.14904 -0.15928
H 4.20560 1.39446 1.10903
H 3.12153 2.68286 -2.74836
H 1.45975 2.05881 -2.88140
H 2.85165 0.93242 -2.90196
H 3.08704 4.15285 -0.51657
H 2.43697 3.68056 1.07484
H 1.32422 4.04909 -0.26731

---

Entry 2:
9
Properties=species:S:1:pos:R:3 method="wB97M-V/def2-TZVPD" homo_lumo_gap_ha=0.312 homo_energy_ha=-0.1614 charge=-1 energy_ha=-698.86266
N 0.70256 0.97152 -1.48000
O -0.55037 -0.19815 1.03748
O 2.38329 -1.03098 -0.75549
O -1.26759 -1.09377 -1.23499
O 0.03715 -1.63044 -1.36290
P 1.05782 -0.49287 -1.10204
H -0.98055 -0.44460 0.12303
H 1.52679 1.46233 -1.17387
H -0.27489 -1.04983 1.39579

---

Entry 3:
122
Properties=species:S:1:pos:R:3 method="wB97M-V/def2-TZVPD" homo_lumo_gap_ha="0.225 / 0.259" homo_energy_ha="-0.3632 / -0.3635" charge=+1 multiplicity=8 energy_ha=-4393.16137
Gd -0.46759 -0.51231 1.53825
C -2.63353 0.61305 5.62484
C -4.00965 0.52990 5.40408
C -4.44947 0.07094 4.19115
C -3.53008 -0.32279 3.19149
N -2.19523 -0.20516 3.40095
C -1.79313 0.24705 4.60561
N -4.10972 -0.80975 2.06131
C -3.58888 -1.31934 0.99270
N -2.28615 -1.49320 0.60646
C -2.29070 -2.03596 -0.68154
N -1.33739 -2.31763 -1.48261
C 0.03484 -2.15237 -1.43806
C 0.64598 -2.35161 -2.62889
C 2.08871 -2.23795 -2.95094
C 3.03297 -1.71940 -1.09477
C 1.95306 -1.61218 -0.09290
N 0.68418 -1.78487 -0.22206
C -3.68849 -2.21826 -1.12218
C -4.24447 -2.62885 -2.31823
C -5.63076 -2.61249 -2.42028
C -6.43423 -2.20048 -1.35946
C -5.86979 -1.77427 -0.16290
C -4.49215 -1.78910 -0.07467
H -2.22736 0.96659 6.56143
H -4.70894 0.82049 6.17695
H -5.49854 -0.01444 3.95174
H -0.72371 0.33067 4.75290
H -0.02181 -2.65206 -3.42449
H 2.28755 -2.46193 -3.99583
H 4.00300 -1.54880 -0.63121
H 2.28575 -1.37350 0.91785
H -3.62743 -2.94496 -3.14921
H -6.09631 -2.92642 -3.34575
H -7.51054 -2.19976 -1.47295
H -6.46849 -1.42909 0.66970
C 1.15187 2.71485 -0.55151
C 1.79654 1.32721 -0.65823
P 1.57399 0.57955 -2.36820
C 2.77507 -0.91824 -2.41747
C 2.90479 -3.04646 -1.90326
C 4.21751 -3.60760 -2.33502
C 5.16437 -2.91647 -2.96844
C 5.04984 -1.53191 -3.40189
C 4.04910 -0.67328 -3.17850
C 2.42130 1.92324 -3.30838
C 3.61880 2.52729 -2.91369
C 4.14955 3.58075 -3.63831
C 3.49490 4.04743 -4.77201
C 2.31264 3.45204 -5.17891
C 1.77626 2.40038 -4.44624
C -0.24306 2.80692 -1.18585
P -1.36600 1.32956 -0.90920
C -2.85118 2.10758 -0.12034
C -4.08598 1.50904 -0.36890
C -5.24770 2.00021 0.20151
C -5.20197 3.11858 1.02122
C -3.98755 3.74250 1.25665
C -2.82076 3.24102 0.69274
C -2.05418 1.28504 -2.62977
C -1.90282 0.19616 -3.47793
C -2.33525 0.26386 -4.79706
C -2.92557 1.41824 -5.28128
C -3.10291 2.50488 -4.43398
C -2.67273 2.43890 -3.12057
H 1.79046 3.46008 -1.02653
H 1.08620 2.98156 0.50410
H 1.29859 0.69139 0.08798
H 2.85297 1.37287 -0.39851
H 2.32042 -3.81596 -1.39984
H 4.39462 -4.64445 -2.07614
H 6.09147 -3.42085 -3.21268
H 5.87641 -1.16437 -3.99930
H 4.14146 0.29805 -3.63880
H 4.15731 2.17089 -2.04418
H 5.07804 4.03696 -3.31903
H 3.90931 4.87661 -5.33035
H 1.80842 3.80890 -6.06758
H 0.83646 1.95226 -4.75335
H -0.13698 2.88060 -2.26746
H -0.74465 3.71528 -0.85352
H -4.14137 0.66613 -1.04498
H -6.19113 1.51200 -0.00600
H -6.10917 3.51458 1.45837
H -3.94772 4.63800 1.86440
H -1.89117 3.77493 0.85671
H -1.46452 -0.71400 -3.11011
H -2.20595 -0.59250 -5.44784
H -3.25152 1.47705 -6.31179
H -3.58203 3.40493 -4.79770
H -2.82001 3.29262 -2.47026
O -0.65122 1.96752 2.16673
H -0.03342 2.42908 2.74532
H -1.52694 2.35155 2.30249
C 0.16352 -3.56959 2.64124
Si 1.69642 -2.71463 3.39672
C 3.24746 -3.37794 2.53122
C 1.81734 -3.29451 5.19032
C 1.38548 -0.85742 3.20928
Si 2.88382 0.24821 3.42828
C 2.31961 2.07087 3.42085
C 3.81132 -0.01223 5.05312
C 4.20779 0.12351 2.07631
H 0.01773 -4.56263 3.07064
H 0.25604 -3.70232 1.56066
H -0.75541 -3.00511 2.84599
H 3.49166 -4.36351 2.93077
H 4.10902 -2.73342 2.71785
H 3.13243 -3.48215 1.44994
H 1.90318 -4.38138 5.23925
H 0.93879 -3.00464 5.77176
H 2.69479 -2.86892 5.68355
H 0.80044 -0.64908 4.12001
H 1.52219 2.24603 4.15221
H 1.99111 2.38147 2.42478
H 3.14975 2.72521 3.69484
H 3.13674 -0.02592 5.91263
H 4.54110 0.78255 5.21598
H 4.35189 -0.96230 5.04633
H 3.82358 0.28743 1.06911
H 4.70325 -0.84957 2.08977
H 4.97418 0.87924 2.26083

---

Entry 4:
58
Properties=species:S:1:pos:R:3 method="wB97M-V/def2-TZVPD" homo_lumo_gap_ha=0.389 homo_energy_ha=-0.3736 charge=0 smiles="C[C@H]1COC(=O)O1.C[C@H]1COC(=O)O1.C[C@H]1COC(=O)O1.C[C@H]1COC(=O)O1.CO" energy_ha=-1642.63965
C -3.45385 9.86982 2.13525
C -2.56968 9.01793 1.19692
C -1.60715 9.78025 0.35756
O -0.32105 9.36232 0.71338
C -0.45769 8.39683 1.62203
O 0.54277 7.90065 2.05772
O -1.74183 8.24151 2.04636
H -3.94187 10.68935 1.60772
H -2.87199 10.40571 2.88516
H -4.29643 9.44312 2.67940
H -3.32223 8.43525 0.66566
H -1.73982 10.85714 0.46147
H -1.76533 9.61365 -0.70796
C 13.28407 12.72794 -0.05614
C 12.23857 12.54145 -1.14464
C 12.26910 11.16047 -1.77511
O 10.87642 11.00300 -1.99441
C 10.22636 11.64307 -1.03274
O 9.03670 11.48106 -0.80536
O 11.03735 12.44901 -0.39716
H 13.10234 12.07382 0.79661
H 13.36638 13.75409 0.30209
H 14.29174 12.55683 -0.43487
H 12.17092 13.39740 -1.81610
H 12.60633 10.38557 -1.08673
H 12.81671 11.15223 -2.71755
C 3.62077 12.21429 1.21507
C 3.02122 13.37016 2.10207
C 1.96907 14.24620 1.39887
O 1.07703 14.52137 2.46950
C 1.19237 13.56432 3.37006
O 0.43155 13.30986 4.30760
O 2.26617 12.78700 3.09099
H 4.26502 11.48926 1.71244
H 4.20316 12.67195 0.41540
H 2.91145 11.66428 0.59666
H 3.60415 14.14912 2.59351
H 1.39297 13.64369 0.69658
H 2.28407 15.15055 0.87826
C -2.31613 19.34530 4.73000
C -1.70290 18.77025 3.41439
C -1.69610 19.67571 2.14074
O -0.29738 19.74866 1.77292
C 0.47292 19.25126 2.65397
O 1.69738 19.21960 2.52573
O -0.31188 18.70434 3.64557
H -2.59521 20.39338 4.62173
H -1.53617 19.11922 5.45708
H -3.24855 18.85949 5.01756
H -2.16107 17.80865 3.18305
H -1.85220 20.69100 2.50534
H -2.35923 19.30271 1.36019
C -3.86266 14.89258 6.14407
O -3.52055 13.77328 6.86145
H -4.02985 14.44320 5.16519
H -4.89198 15.16846 6.37319
H -3.19963 15.75582 6.20167
H -2.75732 13.36974 6.44167